The following is a quantum chemistry calculation of a cluster of 5 separate species, C5H21NO5 in total in a non-equilibrium geometry, from the OMol25 dataset.

```
32
Properties=species:S:1:pos:R:3:forces:R:3:lowdin_charge:R:1
C 2.1901 1.1677 -0.8217 -1.997 1.554 -1.104 -0.066
C 1.2600 1.0220 0.4319 -0.112 1.153 -1.446 -0.294
N -0.1259 0.6521 0.2305 0.047 -0.724 0.600 -0.069
C -0.3670 -0.7444 0.6347 -2.333 0.342 -0.126 -0.345
C 0.0414 -1.6790 -0.5196 -0.857 -1.068 0.294 -0.064
C -1.9398 -0.7737 0.7909 2.089 -2.347 0.542 -0.228
O -2.3503 -1.8061 1.6813 1.347 -1.208 1.612 -0.098
H 1.8318 2.1836 -1.3972 0.908 -2.677 0.874 0.119
H 3.2140 1.3431 -0.5422 0.416 0.127 0.325 0.045
H 2.1608 0.2449 -1.4949 -0.238 1.628 1.000 0.052
H 1.6345 0.2388 1.0132 1.017 -0.867 1.167 0.054
H 1.1375 1.9270 1.0395 1.365 -0.038 -0.135 0.080
H -0.5282 0.8175 -0.6904 0.364 -0.095 0.154 0.120
H 0.0776 -1.0084 1.7350 -0.824 0.716 -2.833 0.161
H -0.5155 -2.7013 -0.4217 0.638 1.828 -0.703 0.114
H 0.0487 -1.1378 -1.5248 -0.790 -1.076 1.420 0.068
H 1.0494 -1.9488 -0.3927 1.650 -0.452 0.161 0.042
H -2.4646 -1.1169 -0.0446 -0.196 0.625 -2.160 0.068
H -2.2096 0.1937 1.0720 -0.866 1.333 0.964 0.093
H -1.5753 -2.4305 1.7764 -1.440 1.015 -0.046 0.096
O 2.2612 -0.8954 3.1801 -2.795 2.342 0.461 -0.122
H 2.5721 0.0464 3.2289 0.123 -1.284 -0.091 0.051
H 1.2483 -0.6787 3.2823 2.755 -1.053 -0.207 0.077
O 0.0984 4.0551 0.7648 -1.600 -0.417 3.415 -0.090
H 0.4423 3.4112 0.1796 0.475 -1.014 -0.972 -0.043
H -0.2426 3.4903 1.5700 0.938 1.674 -2.515 0.102
O 1.2292 -0.4346 -3.2996 1.208 -0.826 -2.060 -0.135
H 2.1381 -0.8048 -3.6218 -2.768 1.032 0.478 0.106
H 0.6028 -0.3658 -4.0784 1.499 -0.305 1.147 0.071
O -2.6739 -0.7210 -2.3003 0.294 -1.862 1.672 -0.037
H -2.7533 -0.1506 -3.0267 -0.235 0.797 -1.798 0.007
H -2.6124 -1.6583 -2.5826 -0.083 1.146 -0.087 0.070
```
Forces are in eV/Å.

Output
relative energy (zero: lowest compared OMol25 entry of this formula, charge and spin): 345.7 kJ/mol
HOMO-LUMO gap: 8.6 eV
total charge: 0
SMILES string: CCN[C@H](C)CO.O.O.O.O
DFT total energy: -633.93023 hartree
2S+1: 1